The following is a quantum chemistry calculation of a 7-piece molecular cluster, C46H41F14NO4S overall, from the OMol25 dataset.

E = -3929.2974 Eh
Kohn-Sham gap = 8.70 eV
Total charge = 0
SMILES = C[C@@H]1OC(=O)[C@@H](N)[C@]1([C@@H](C)F)S(=O)(=O)C(F)(F)C(F)(F)C(F)(F)F.Fc1ccccc1.Fc1ccccc1.Fc1ccccc1.Fc1ccccc1.Fc1ccccc1.Fc1ccccc1
Highest occupied orbital energy = -0.327 Eh

Positions of all 107 atoms, in Å:
C -3.66 -2.82 0.28
C -2.10 -2.78 -0.06
O -1.46 -3.70 0.92
C -0.17 -3.26 1.37
O 0.43 -3.67 2.37
C 0.17 -2.12 0.31
N 0.59 -2.96 -0.89
C -1.28 -1.40 0.16
C -1.00 -0.47 -1.14
C -1.43 -1.13 -2.53
F -1.59 0.83 -1.06
S -1.88 -0.45 1.67
O -2.30 -1.42 2.76
O -3.13 0.36 1.37
C -0.62 0.79 2.29
F -0.85 1.98 1.51
F 0.72 0.44 2.05
C -0.85 1.22 3.81
F -2.17 1.73 3.95
F 0.00 2.34 4.04
C -0.51 0.10 4.90
F 0.44 0.68 5.79
F 0.09 -1.05 4.40
F -1.65 -0.15 5.66
H -4.15 -1.82 0.44
H -3.82 -3.57 1.13
H -4.18 -3.29 -0.64
H -1.94 -3.35 -1.03
H 1.08 -1.46 0.44
H 1.17 -3.74 -0.56
H 1.09 -2.37 -1.56
H 0.13 -0.31 -1.17
H -1.14 -2.21 -2.65
H -0.87 -0.55 -3.34
H -2.54 -0.92 -2.70
F 1.13 0.18 -3.31
C 1.12 1.47 -3.70
C 2.24 2.26 -3.48
C 2.23 3.59 -3.88
C 1.10 4.12 -4.49
C -0.02 3.33 -4.70
C -0.01 1.99 -4.31
H 3.11 1.82 -2.99
H 3.11 4.21 -3.72
H 1.10 5.16 -4.80
H -0.90 3.74 -5.17
H -0.87 1.36 -4.47
F 2.52 -1.58 -0.57
C 3.81 -1.95 -0.43
C 4.76 -1.44 -1.31
C 6.09 -1.82 -1.16
C 6.46 -2.70 -0.14
C 5.49 -3.20 0.73
C 4.16 -2.82 0.59
H 4.46 -0.77 -2.10
H 6.84 -1.42 -1.83
H 7.50 -2.99 -0.03
H 5.78 -3.89 1.52
H 3.40 -3.20 1.26
F -1.03 5.80 -2.83
C -1.29 6.01 -1.53
C -0.90 5.06 -0.60
C -1.16 5.27 0.75
C -1.81 6.44 1.15
C -2.19 7.39 0.21
C -1.92 7.18 -1.14
H -0.41 4.15 -0.94
H -0.86 4.54 1.48
H -2.01 6.60 2.21
H -2.70 8.29 0.53
H -2.21 7.91 -1.88
F -6.49 -1.95 0.07
C -7.07 -1.02 0.84
C -6.27 -0.11 1.51
C -6.86 0.86 2.30
C -8.25 0.91 2.42
C -9.04 -0.02 1.75
C -8.45 -0.98 0.94
H -5.19 -0.17 1.41
H -6.25 1.58 2.83
H -8.71 1.66 3.05
H -10.12 0.02 1.85
H -9.05 -1.71 0.40
F -2.16 -7.73 0.73
C -1.31 -7.75 1.76
C -0.61 -6.60 2.09
C 0.27 -6.61 3.17
C 0.46 -7.79 3.89
C -0.23 -8.94 3.55
C -1.13 -8.92 2.48
H -0.77 -5.70 1.52
H 0.81 -5.71 3.44
H 1.16 -7.80 4.72
H -0.08 -9.86 4.11
H -1.69 -9.81 2.20
F 5.57 2.54 -3.92
C 6.13 3.54 -3.22
C 6.48 4.71 -3.88
C 7.05 5.75 -3.15
C 7.28 5.60 -1.79
C 6.93 4.41 -1.14
C 6.35 3.38 -1.87
H 6.30 4.81 -4.94
H 7.32 6.67 -3.65
H 7.74 6.40 -1.22
H 7.12 4.29 -0.08
H 6.06 2.45 -1.38


The following is a quantum chemistry calculation of C31H40Cl2FeNP3S3Si as an isolated structure, from the OMol25 dataset.

⟨S²⟩ = 8.7667
E = -5952.1767 Eh
Multiplicity = 6
Kohn-Sham gap (spin up / spin down) = 8.17 / 6.40 eV
Total charge = +1
Highest occupied orbital energy (spin up / spin down) = -0.381 / -0.385 Eh

Positions of all 82 atoms, in Å:
Fe -0.46 -0.06 -0.60
C -3.83 3.48 4.56
Si -3.42 3.22 2.76
C -4.98 2.80 1.81
C -2.57 4.73 2.07
C -2.24 1.73 2.67
C -1.82 1.06 3.81
C -0.94 -0.02 3.76
C -0.48 -0.43 2.53
N -0.88 0.19 1.40
C -1.73 1.24 1.45
S -2.09 1.84 -0.14
H -4.54 4.31 4.65
H -2.95 3.73 5.15
H -4.31 2.60 5.01
H -5.67 3.65 1.84
H -5.49 1.94 2.26
H -4.77 2.58 0.77
H -3.23 5.60 2.16
H -2.31 4.61 1.02
H -1.66 4.95 2.62
H -2.18 1.40 4.77
H -0.62 -0.53 4.65
H 0.22 -1.24 2.41
C -3.91 -0.04 -2.32
P -2.91 -0.92 -1.07
C -3.92 -0.95 0.44
C -3.00 -2.64 -1.64
C -4.22 -3.24 -1.99
C -4.25 -4.55 -2.42
C -3.07 -5.29 -2.50
C -1.87 -4.71 -2.16
C -1.83 -3.38 -1.72
P -0.26 -2.57 -1.27
C 0.47 -3.74 -0.08
C 0.72 -2.68 -2.79
H -4.95 -0.36 -2.29
H -3.50 -0.26 -3.31
H -3.87 1.03 -2.14
H -4.85 -1.49 0.26
H -4.14 0.07 0.76
H -3.37 -1.46 1.23
H -5.14 -2.68 -1.93
H -5.19 -5.01 -2.69
H -3.10 -6.32 -2.84
H -0.95 -5.29 -2.23
H 0.65 -4.70 -0.56
H -0.23 -3.89 0.75
H 1.40 -3.35 0.30
H 0.99 -3.72 -3.00
H 1.63 -2.08 -2.70
H 0.13 -2.30 -3.62
Cl -0.37 0.85 -3.03
C 0.44 2.44 -2.84
Cl 0.94 2.69 -1.19
H -0.28 3.20 -3.13
H 1.31 2.39 -3.48
S 3.16 0.33 -3.07
P 3.43 0.16 -1.14
S 1.85 -0.61 -0.03
C 4.78 -1.00 -0.73
C 6.06 -0.51 -0.50
C 7.11 -1.39 -0.31
C 6.89 -2.76 -0.34
C 5.61 -3.25 -0.58
C 4.56 -2.37 -0.78
C 3.96 1.72 -0.36
C 4.44 2.76 -1.15
C 4.86 3.93 -0.55
C 4.80 4.07 0.83
C 4.33 3.03 1.61
C 3.91 1.85 1.02
H 6.24 0.56 -0.47
H 8.11 -1.01 -0.12
H 7.71 -3.45 -0.19
H 5.43 -4.32 -0.61
H 3.56 -2.75 -0.96
H 4.47 2.64 -2.23
H 5.24 4.74 -1.17
H 5.13 4.99 1.29
H 4.29 3.14 2.69
H 3.53 1.04 1.63


The following is a quantum chemistry calculation of a 2-piece molecular cluster, C2H3FINO overall, from the OMol25 dataset.

E = -605.4958 Eh
Kohn-Sham gap = 8.85 eV
Total charge = 0
Highest occupied orbital energy = -0.311 Eh

Positions of all 9 atoms, in Å:
C 0.70 -1.04 -0.10
C 2.01 0.56 0.23
N -0.17 -0.76 -1.00
O 1.01 -1.96 0.59
F 1.39 1.61 -0.27
I 3.78 0.19 -0.77
H 2.20 0.56 1.30
H -0.36 0.17 -1.40
H -1.06 -1.36 -1.24


The following is a quantum chemistry calculation of one molecule with the formula C3H8N2O, from the OMol25 dataset.

E = -303.8641 Eh
Kohn-Sham gap = 10.12 eV
Total charge = 0
SMILES = CC(=O)NCN
Highest occupied orbital energy = -0.340 Eh

Positions of all 14 atoms, in Å:
C 1.75 -1.04 1.02
C 0.49 -0.74 0.22
O -0.19 -1.60 -0.28
N 0.28 0.61 0.04
C -0.75 1.07 -0.93
N -2.04 0.44 -0.90
H 1.97 -2.11 1.00
H 2.58 -0.51 0.57
H 1.58 -0.76 2.05
H 0.28 1.21 0.85
H -0.87 2.13 -0.76
H -0.30 0.85 -1.90
H -2.75 0.96 -0.40
H -2.05 -0.51 -0.57


Let's list ΔE to the lowest compared entry with this formula, charge and spin in order: 4.230, 1.555, 0.863, 0.761 eV.
Let's list largest force on an atom in order: 0.1454, 0.0063, 0.1265, 0.0270 hartree/bohr.